Record 1
A cluster of 2 separate species, C3H7N2S in total. Source: OMol25; level of theory: the ωB97M-V functional and the def2-TZVPD basis.

Atoms and positions in Å:
C1 0.48577 0.89865 0.48912
C2 -1.03583 -1.74268 -1.09775
C3 0.20874 -0.97044 -1.19528
N1 1.41110 1.81553 0.47525
N2 -0.59985 0.87767 1.33833
S1 0.48144 -2.39848 -0.29750
H1 -1.88241 -1.55979 -0.35173
H2 -1.40439 -2.23809 -2.04745
H3 0.56808 -0.30846 -1.90595
H4 2.23167 1.63668 -0.01059
H5 1.33247 2.60411 1.15005
H6 -1.07589 -0.09538 1.28585
H7 -0.72090 1.48068 2.16766

Values from the calculation:
LUMO energy (alpha / beta): -5.18 / -5.18 eV
HOMO (alpha / beta): -13.284 / -13.282 eV
Frontier orbital gap (alpha / beta): 8.10 / 8.10 eV
Total charge: +1


Record 2
A cluster of 2 separate species, C2H8N3O in total. Source: OMol25; level of theory: the ωB97M-V functional and the def2-TZVPD basis.

Atoms and positions in Å:
C1 1.46909 -0.86022 1.05410
N1 2.79756 -1.16757 0.72157
O1 0.81510 0.12719 0.52698
H1 1.13571 -1.23645 1.99229
H2 3.32572 -1.82097 1.34155
H3 3.58640 -0.58733 0.33574
N2 -1.66414 -0.52510 -0.79696
C2 -2.08167 0.68123 -0.98783
N3 -1.48848 1.77711 -0.54931
H4 -0.78209 -0.90922 -0.29355
H5 -2.28128 -1.22283 -1.14270
H6 -2.93962 0.83228 -1.64027
H7 -1.84356 2.76239 -0.68867
H8 -0.56123 1.64738 -0.14493

Values from the calculation:
LUMO energy: -2.98 eV
HOMO: -14.244 eV
Frontier orbital gap: 11.26 eV
Total charge: +1


Record 3
A cluster of 12 separate species, C70H176N12O23 in total. Source: OMol25; level of theory: the ωB97M-V functional and the def2-TZVPD basis.

Atoms and positions in Å:
C1 1.01567 1.17925 1.26972
O1 0.76305 0.74003 -0.02256
C2 0.46980 -0.64243 -0.02603
C3 0.33172 -1.15078 -1.40781
C4 -0.58378 -0.33093 -2.32745
N1 -0.10953 -2.54782 -1.23237
H1 0.21103 1.00018 2.00855
H2 1.24643 2.22736 1.26423
H3 1.86607 0.59953 1.61156
H4 1.28815 -1.16882 0.49040
H5 -0.46934 -0.83679 0.51628
H6 1.33869 -1.23845 -1.89986
H7 -0.18172 0.62229 -2.68461
H8 -1.53090 -0.10904 -1.74649
H9 -0.90804 -0.96235 -3.16682
H10 -1.04774 -2.64337 -0.85302
H11 -0.16594 -3.00149 -2.16883
C5 2.87814 -6.45814 -0.54508
O2 3.30352 -5.08620 -0.46267
C6 2.89864 -4.43379 -1.71251
C7 3.46790 -3.05034 -1.84181
N2 4.91767 -3.19606 -1.97524
C8 5.59373 -1.90967 -2.23497
C9 5.33760 -0.89832 -1.16122
O3 5.47064 -1.62603 0.06187
C10 4.96803 -0.98080 1.17731
H12 3.49387 -6.95041 -1.35598
H13 1.86482 -6.51569 -0.91912
H14 2.99865 -7.01542 0.36207
H15 1.79853 -4.50165 -1.71762
H16 3.28592 -5.08885 -2.47530
H17 3.21608 -2.48712 -0.95844
H18 3.05862 -2.53392 -2.69704
H19 5.23491 -3.49435 -1.03437
H20 5.22697 -1.50801 -3.21296
H21 6.67316 -2.12979 -2.28524
H22 4.34481 -0.38480 -1.17723
H23 6.13500 -0.10709 -1.19039
H24 3.93566 -0.62489 0.91659
H25 5.59020 -0.18769 1.58571
H26 4.95544 -1.78003 1.95142
C11 10.38719 -0.15593 5.23621
O4 10.28046 0.72955 4.13088
C12 8.99324 0.63884 3.46131
C13 8.99624 1.57206 2.28093
N3 7.60146 1.77171 1.82036
C14 7.27572 2.73034 0.82871
C15 5.79215 2.97537 0.72840
O5 5.34947 3.39398 1.98101
C16 4.03155 3.01160 2.19198
H27 11.41978 -0.00694 5.63679
H28 10.21267 -1.22039 5.04043
H29 9.77293 0.20909 6.06793
H30 8.15279 0.98720 4.11107
H31 8.76868 -0.38221 3.16082
H32 9.65373 1.19047 1.48984
H33 9.37351 2.58553 2.57422
H34 7.07551 2.01083 2.65541
H35 7.47194 2.33724 -0.18955
H36 7.84399 3.68770 0.91759
H37 5.33356 2.03052 0.46892
H38 5.55331 3.75425 -0.00428
H39 3.33649 3.55229 1.51155
H40 3.74779 3.28245 3.22010
H41 3.90267 1.95126 1.98775
C17 -0.57073 3.18824 4.28799
O6 0.06149 4.42926 4.39507
C18 1.09400 4.56315 5.33295
C19 1.58444 5.96545 5.34029
N4 2.51591 6.23595 4.22104
C20 1.89303 6.04783 2.91162
C21 2.79586 6.54909 1.80502
O7 2.20659 6.05739 0.59831
C22 3.07390 6.19390 -0.55709
H42 -1.53858 3.36296 3.77508
H43 -0.81713 2.87185 5.33885
H44 0.01957 2.43882 3.71737
H45 1.91702 3.89066 5.14448
H46 0.63429 4.28306 6.32740
H47 2.12077 6.15674 6.31571
H48 0.72095 6.64709 5.34759
H49 2.84941 7.15259 4.32452
H50 0.98202 6.62197 2.87706
H51 1.73126 4.94261 2.82199
H52 3.79491 6.06384 1.85761
H53 2.93578 7.64965 1.80267
H54 4.10119 5.89620 -0.32705
H55 3.02388 7.21547 -0.90076
H56 2.65764 5.59716 -1.37826
C23 3.29890 -4.51985 2.92165
O8 2.19884 -3.66674 2.78954
C24 1.20002 -4.04485 1.82530
C25 -0.11641 -3.41607 2.23283
N5 -0.61192 -4.14913 3.38634
C26 -1.88295 -3.66647 3.94634
C27 -2.33936 -4.54462 5.05799
O9 -3.52254 -3.97408 5.65125
C28 -3.89245 -4.70420 6.82269
H57 3.05821 -5.51552 2.46716
H58 3.52317 -4.62526 3.96820
H59 4.15968 -4.20548 2.30541
H60 1.18784 -5.14773 1.83198
H61 1.34728 -3.73771 0.75226
H62 -0.77864 -3.47459 1.35894
H63 0.03536 -2.36414 2.53693
H64 0.04446 -4.03045 4.14562
H65 -2.68796 -3.67151 3.16984
H66 -1.70079 -2.61887 4.23858
H67 -1.55359 -4.69642 5.81092
H68 -2.61623 -5.55989 4.73464
H69 -4.68005 -4.07778 7.27728
H70 -3.02146 -4.81696 7.51122
H71 -4.33578 -5.68262 6.64671
C29 -3.78082 -5.07548 -3.99365
O10 -2.38229 -5.42122 -4.21664
C30 -1.54643 -4.30990 -4.36876
C31 -0.09552 -4.71396 -4.42377
N6 0.66710 -3.41899 -4.36467
C32 1.97295 -3.39968 -5.09398
C33 2.04506 -3.87000 -6.55073
O11 1.71105 -5.20084 -6.83163
C34 2.59942 -6.08951 -6.19375
H72 -4.28569 -6.06459 -3.93304
H73 -4.13579 -4.47675 -4.87412
H74 -3.94319 -4.46334 -3.09175
H75 -1.77911 -3.60971 -3.57038
H76 -1.77547 -3.78868 -5.26943
H77 -0.02497 -5.13222 -5.43030
H78 0.17886 -5.42915 -3.64099
H79 0.17429 -2.63107 -4.83016
H80 2.74645 -3.96301 -4.57420
H81 2.37822 -2.37821 -5.05045
H82 3.08767 -3.66004 -6.85862
H83 1.46242 -3.17046 -7.15999
H84 3.65834 -5.76550 -6.40543
H85 2.38042 -7.00920 -6.73162
H86 2.34902 -6.12991 -5.11886
C35 -0.48507 -0.45482 -6.59533
O12 -1.57253 -0.94173 -5.85077
C36 -2.47582 0.06378 -5.52802
C37 -3.66926 -0.59095 -4.86037
N7 -4.34781 -1.51195 -5.75733
C38 -5.74307 -1.80643 -5.55346
C39 -6.39963 -2.32149 -6.82838
O13 -7.75808 -2.12715 -6.82728
C40 -8.47293 -3.07546 -6.06592
H87 -0.03050 0.38150 -6.05084
H88 -0.84362 -0.17489 -7.59152
H89 0.26963 -1.24663 -6.71064
H90 -2.78810 0.51726 -6.48225
H91 -2.06054 0.78972 -4.86289
H92 -4.33970 0.22828 -4.51179
H93 -3.29740 -1.03081 -3.90706
H94 -3.77539 -2.32167 -5.91800
H95 -6.24227 -0.86049 -5.32078
H96 -5.96262 -2.53043 -4.73286
H97 -6.05159 -3.37018 -6.95581
H98 -6.04382 -1.75030 -7.67350
H99 -9.50269 -3.02426 -6.36180
H100 -8.46931 -2.85746 -4.98378
H101 -8.12364 -4.10884 -6.31744
C41 1.95372 -3.40409 6.50225
O14 0.77265 -2.86571 5.99022
C42 0.38864 -1.59643 6.47677
C43 0.16015 -0.64401 5.32248
N8 1.25969 -0.41061 4.32603
C44 2.39541 0.35493 4.84877
C45 3.69973 -0.04871 4.29146
O15 4.04365 -1.33819 4.79529
C46 5.48369 -1.40477 4.96222
H102 2.28486 -4.17201 5.78030
H103 1.85922 -3.85150 7.50877
H104 2.73884 -2.62439 6.53879
H105 1.17540 -1.22824 7.20621
H106 -0.52921 -1.71886 7.04125
H107 -0.14482 0.33977 5.71749
H108 -0.63981 -1.08854 4.81782
H109 1.58491 -1.27752 3.91884
H110 2.36140 0.38740 5.94363
H111 2.29638 1.39924 4.44451
H112 4.40430 0.75093 4.46984
H113 3.60086 -0.09384 3.18902
H114 6.03099 -1.44275 4.05365
H115 5.74607 -2.33718 5.47230
H116 5.82922 -0.56249 5.58940
C47 3.25908 1.96293 -2.00986
O16 2.97606 3.27931 -2.29711
C48 3.00789 3.62198 -3.68593
C49 2.40793 4.97385 -3.97215
N9 2.36764 5.22876 -5.39383
C50 1.76329 6.51113 -5.67742
C51 2.64588 7.71896 -5.42504
O17 2.93504 7.97490 -4.09818
C52 3.81791 9.01247 -3.93721
H117 2.58400 1.21162 -2.32943
H118 3.37657 1.83513 -0.91004
H119 4.28177 1.73884 -2.36872
H120 2.36473 2.90927 -4.24001
H121 4.04737 3.43109 -4.10443
H122 3.00144 5.75917 -3.48897
H123 1.34878 5.06449 -3.62912
H124 1.69871 4.56857 -5.75310
H125 0.83769 6.66758 -5.12862
H126 1.51129 6.57679 -6.76277
H127 2.25725 8.63524 -5.86472
H128 3.62675 7.59707 -5.90443
H129 4.02094 9.07053 -2.85372
H130 3.36518 9.94435 -4.21332
H131 4.72481 8.81009 -4.49938
C53 -9.40772 -2.80809 0.27866
O18 -9.05632 -1.96415 1.31770
C54 -7.71221 -2.24355 1.70757
C55 -7.29878 -1.35554 2.85480
N10 -5.86117 -1.42640 3.08998
C56 -5.32586 -0.42604 3.98252
C57 -3.80231 -0.42710 3.96540
O19 -3.37298 -0.31465 2.66194
C58 -1.97476 -0.11718 2.55529
H132 -10.51181 -2.70780 0.11673
H133 -9.15583 -3.84429 0.55913
H134 -8.80652 -2.57447 -0.62962
H135 -7.10580 -1.93578 0.84878
H136 -7.67547 -3.29836 1.85570
H137 -7.75520 -1.64291 3.80300
H138 -7.71136 -0.33758 2.61932
H139 -5.38449 -1.22604 2.24209
H140 -5.53867 -0.63641 5.01137
H141 -5.79801 0.52669 3.77368
H142 -3.46091 -1.28490 4.50383
H143 -3.49913 0.45011 4.53377
H144 -1.64599 0.59690 3.34093
H145 -1.68300 0.24037 1.58633
H146 -1.48192 -1.05619 2.78314
C59 -6.47878 5.15008 -1.26095
O20 -5.17642 4.81358 -0.79189
C60 -4.79097 5.57909 0.32257
C61 -3.58983 4.89708 0.86962
N11 -2.51649 4.80697 -0.10260
C62 -1.51056 3.86812 0.20310
C63 -0.74755 3.66756 -1.07643
O21 -1.65401 3.19001 -2.11039
C64 -1.11738 3.29655 -3.42797
H147 -7.19081 5.12821 -0.42975
H148 -6.73899 4.39420 -1.99581
H149 -6.52604 6.08193 -1.79700
H150 -5.55561 5.58844 1.08807
H151 -4.59547 6.61676 0.02151
H152 -3.95662 3.87690 1.17785
H153 -3.36190 5.46433 1.77591
H154 -2.92467 4.65170 -0.98856
H155 -1.92514 2.91925 0.64324
H156 -0.78378 4.19049 0.89668
H157 0.10025 2.98616 -0.96568
H158 -0.41565 4.67467 -1.30163
H159 -1.91297 3.22711 -4.16404
H160 -0.35186 2.51775 -3.59294
H161 -0.66598 4.30827 -3.62065
C65 -7.85697 1.33246 0.53347
O22 -6.50642 1.45351 0.96344
C66 -5.58853 1.56654 -0.05485
C67 -5.26808 0.22003 -0.75902
N12 -4.75515 -0.77386 0.20761
C68 -4.03754 -1.80947 -0.56155
C69 -3.71451 -3.02741 0.29130
O23 -3.04039 -3.90356 -0.62354
C70 -2.89121 -5.18014 -0.10076
H162 -8.11624 0.30281 0.25785
H163 -8.05862 1.96350 -0.31507
H164 -8.47827 1.65711 1.36839
H165 -4.66487 1.88721 0.46322
H166 -5.84832 2.31168 -0.77768
H167 -4.52202 0.42953 -1.50746
H168 -6.16737 -0.20634 -1.18586
H169 -4.18998 -0.29002 0.88574
H170 -3.07603 -1.49061 -1.05021
H171 -4.68672 -2.12394 -1.35989
H172 -4.61460 -3.53351 0.65579
H173 -3.06063 -2.76101 1.13868
H174 -2.24319 -5.73763 -0.78349
H175 -3.88072 -5.63196 0.03541
H176 -2.39044 -5.20059 0.90896

Values from the calculation:
SMILES: COC[C@H](C)N.COCCNCCOC.COCCNCCOC.COCCNCCOC.COCCNCCOC.COCCNCCOC.COCCNCCOC.COCCNCCOC.COCCNCCOC.COCCNCCOC.COCCNCCOC.COCCNCCOC
LUMO energy: 0.41 eV
HOMO: -8.236 eV
Frontier orbital gap: 8.64 eV
Total charge: 0


Record 4
A cluster of 2 separate species, C4H13NO2 in total. Source: OMol25; level of theory: the ωB97M-V functional and the def2-TZVPD basis.

Atoms and positions in Å:
C1 0.05549 -1.06057 -0.90338
C2 -0.14033 -0.29577 0.45130
N1 1.14638 -0.38828 1.13784
C3 -1.29886 -0.96345 1.20781
C4 -2.68084 -0.41862 0.81176
O1 -3.32657 0.27096 1.86302
H1 -0.86153 -1.07050 -1.49009
H2 0.51505 -1.99561 -0.58187
H3 0.83447 -0.55288 -1.47877
H4 -0.24531 0.74618 0.16036
H5 1.31035 -1.24578 1.63790
H6 1.44205 0.42246 1.63253
H7 -1.23001 -2.00918 0.88687
H8 -1.12667 -0.98385 2.27870
H9 -2.51934 0.23267 -0.04648
H10 -3.33328 -1.25874 0.61920
H11 -2.94029 1.11841 2.09327
O2 4.55018 3.44263 -3.42523
H12 4.81480 2.91573 -2.67617
H13 5.03424 3.09419 -4.17858

Values from the calculation:
SMILES: C[C@H](N)CCO.O
LUMO energy: 0.87 eV
HOMO: -8.908 eV
Frontier orbital gap: 9.78 eV
Total charge: 0


Record 5
A structure of composition C18H23B2F4N4S5SeTc. Source: OMol25; level of theory: the ωB97M-V functional and the def2-TZVPD basis.

Atoms and positions in Å:
Tc1 -2.03901 0.31904 1.18057
C1 -1.83994 -3.33397 3.90713
N1 -0.59328 -2.92154 3.32358
C2 0.64382 -3.00233 3.89293
C3 1.53656 -2.58739 2.96008
N2 0.86562 -2.25886 1.82108
B1 1.54808 -2.03035 0.44854
N3 1.92221 -0.52961 0.22895
C4 2.84016 -0.09611 -0.67935
C5 2.91222 1.25962 -0.62028
N4 2.01990 1.65964 0.33142
C6 1.76579 2.98331 0.81963
C7 1.41255 0.55135 0.81821
S1 0.25079 0.64424 2.06060
C8 -0.43725 -2.44101 2.07490
S2 -1.74165 -2.15085 1.00922
H1 -1.66051 -4.14425 4.61226
H2 -2.50566 -3.66842 3.11143
H3 -2.31800 -2.51220 4.43713
H4 0.79049 -3.32334 4.90233
H5 2.60066 -2.50492 3.02220
H6 0.79595 -2.35669 -0.40477
H7 2.57327 -2.64129 0.45773
H8 3.38094 -0.78990 -1.28920
H9 3.49984 1.96359 -1.17248
H10 2.04394 3.71818 0.06858
H11 2.32277 3.16323 1.74126
H12 0.70487 3.07532 1.05703
S3 -5.14928 3.70709 1.19687
C9 -4.02214 2.51126 1.20714
S4 -4.39013 0.82486 0.98362
S5 -2.33932 2.73804 1.44684
C10 1.97958 1.14263 -5.76591
C11 1.14663 0.90225 -4.54136
C12 0.78931 1.94584 -3.70305
C13 -0.08489 1.75052 -2.64687
C14 -0.51643 2.90796 -1.80774
C15 -0.62130 0.47844 -2.41700
Se1 -2.17238 0.33960 -1.25162
C16 -0.19160 -0.60463 -3.18787
C17 -0.62531 -2.01091 -2.91915
C18 0.68438 -0.36856 -4.23852
H13 2.18551 2.20415 -5.89111
H14 1.44659 0.78488 -6.64725
H15 2.92352 0.60231 -5.70217
H16 1.15719 2.94675 -3.89097
H17 0.11281 3.77823 -1.97652
H18 -0.49934 2.64036 -0.75337
H19 -1.54950 3.16668 -2.04689
H20 -1.33386 -2.04729 -2.09568
H21 0.24412 -2.60483 -2.63994
H22 -1.07823 -2.45968 -3.80184
H23 0.99988 -1.20952 -4.84054
F1 -2.74848 1.24708 5.25055
B2 -2.48402 -0.00650 4.81207
F2 -2.40009 0.02759 3.34739
F3 -1.27319 -0.48661 5.25867
F4 -3.48518 -0.89244 5.14146

Values from the calculation:
LUMO energy (alpha / beta): 0.21 / 1.19 eV
HOMO (alpha / beta): -4.923 / -4.968 eV
Frontier orbital gap (alpha / beta): 5.14 / 6.16 eV
Multiplicity: 2
Total charge: -1


Record 6
A cluster of 5 separate species, C4H20NO5 in total. Source: OMol25; level of theory: the ωB97M-V functional and the def2-TZVPD basis.

Atoms and positions in Å:
O1 1.40482 1.21347 -0.21180
C1 1.38339 0.20810 -1.23687
C2 0.40647 -0.87167 -0.76283
N1 -0.87199 -0.12407 -0.47606
C3 -2.06004 -0.91117 -0.17175
C4 0.24284 -1.93500 -1.82780
H1 1.80201 2.00780 -0.59885
H2 2.35929 -0.24475 -1.40296
H3 1.19301 0.74072 -2.18518
H4 0.73155 -1.19945 0.26192
H5 -0.64239 0.51147 0.29476
H6 -1.05417 0.64033 -1.16662
H7 -2.84154 -0.35884 0.35424
H8 -1.78645 -1.73087 0.49554
H9 -2.61192 -1.21235 -1.08919
H10 0.75551 -2.83924 -1.48563
H11 -0.75306 -2.20206 -2.11214
H12 0.70294 -1.53054 -2.73940
H13 -0.32905 1.69931 2.75515
H14 -1.86392 1.52088 2.61357
O2 -1.03664 1.42472 2.13415
H15 0.73829 -1.93436 3.08865
H16 0.78016 -0.65424 2.29041
O3 0.52113 -1.58117 2.21941
H17 -0.60671 -0.24706 -3.90266
H18 -1.94283 0.43216 -3.64299
O4 -1.26819 -0.10994 -3.20101
H19 2.06419 1.63376 2.31135
H20 1.40272 2.96517 2.55480
O5 1.40997 2.05535 2.88229

Values from the calculation:
LUMO energy (alpha / beta): 0.24 / 0.23 eV
HOMO (alpha / beta): -2.392 / -10.734 eV
Frontier orbital gap (alpha / beta): 2.64 / 10.97 eV
Multiplicity: 2
Total charge: 0